(1)
This record from the Open Molecules 2025 dataset describes a cluster of 2 separate species, C5H13NO2 in total. The level of theory is ωB97M-V/def2-TZVPD.

Summary:
SMILES: CNCCCC=O.O
Gap between HOMO and LUMO: 9.6 eV
ΔE to the lowest compared entry with this formula, charge and spin: 4.139 eV
Strongest force on any atom: 4.54 eV/A

Geometry as ORCA input:
```
! RIJCOSX wB97M-V def2-TZVPD def2/J DEFGRID3
* xyz 0 1
H -0.54 1.74 2.60
H 2.72 0.03 -1.18
H 3.19 0.85 0.21
O -3.16 0.58 -6.28
C 1.20 0.56 1.65
C -1.27 -0.16 1.54
C 2.76 -0.17 -0.08
H -1.63 -1.41 -0.52
C -1.11 -1.32 0.46
O -0.46 -2.24 0.75
H -3.57 -0.24 -6.31
H 2.02 1.42 1.72
H 3.57 -0.83 0.27
H -3.57 0.88 -5.37
H 1.15 -1.38 0.76
H -0.28 1.62 0.95
H -2.31 0.19 1.59
H -1.15 -0.73 2.47
C -0.24 0.98 1.80
N 1.41 -0.30 0.41
H 1.28 -0.05 2.57
*
```

---

(2)
This record from the Open Molecules 2025 dataset describes the ion C3H7N4S with charge +1. The level of theory is ωB97M-V/def2-TZVPD.

Summary:
SMILES: [H]/N=N/[C@@H]1NC(=[NH2+])CS1
Gap between HOMO and LUMO: 8.7 eV
ΔE to the lowest compared entry with this formula, charge and spin: 1.163 eV
Strongest force on any atom: 4.40 eV/A

Geometry as ORCA input:
```
! RIJCOSX wB97M-V def2-TZVPD def2/J DEFGRID3
* xyz 1 1
H -2.91 -0.44 0.69
N -0.23 0.62 -0.85
H 1.73 0.23 -1.73
C -1.12 -0.06 -0.14
H -1.02 -2.34 0.05
N 1.90 1.18 0.09
H -0.57 -1.58 1.48
N 2.88 0.73 0.63
N -2.35 0.27 0.17
H -2.79 1.14 0.01
C 1.10 0.09 -0.90
H 3.26 1.42 1.19
H -0.35 1.62 -0.92
C -0.65 -1.36 0.36
S 1.12 -1.52 -0.14
*
```

---

(3)
This record from the Open Molecules 2025 dataset describes a cluster of 9 separate species, C33H71BrN2O15P4S in total. The level of theory is ωB97M-V/def2-TZVPD.

Summary:
SMILES: C=CCN(C[C@](Br)(O[C@H](CCCN)[PH2]=O)P(O)(O)=S)PP(=O)(O)O.CC(C)=O.CC(C)=O.CC(C)=O.CC(C)=O.CC(C)=O.CC(C)=O.CC(C)=O.CC(C)=O
Gap between HOMO and LUMO: 8.6 eV
Strongest force on any atom: 1.66 eV/A

Geometry as ORCA input:
```
! RIJCOSX wB97M-V def2-TZVPD def2/J DEFGRID3
* xyz 0 1
H -1.70 0.35 -0.64
H -1.29 -11.28 1.93
H 1.23 -8.61 0.52
H 3.87 1.97 3.96
O 2.57 0.45 -1.66
C 1.03 -4.12 -5.62
S 6.81 0.94 -1.56
H -2.95 6.28 -10.01
H -0.60 2.43 -0.70
C -1.15 5.63 -4.43
O -0.15 3.27 8.15
H 5.06 1.44 -3.69
H 0.33 0.32 -2.47
H 0.25 -4.19 -6.39
O 5.37 -1.50 -2.37
H -2.70 7.65 -11.11
H 1.37 1.65 -0.38
C 0.43 -10.43 2.89
H -1.43 -4.91 -4.44
H 2.45 -7.59 -0.28
H -0.74 6.44 -5.03
C 1.71 1.58 -1.42
H 0.47 6.08 9.25
P 3.32 -0.06 4.10
H -0.75 1.79 3.88
H -0.36 -1.96 -1.29
H -3.07 2.45 -0.75
H -0.29 2.10 2.19
C 0.72 -2.37 0.48
H 1.57 -5.07 -5.59
H -3.41 3.47 7.09
H -3.91 1.06 -0.97
H -0.73 4.68 -4.79
H -0.12 -5.80 -3.63
H -3.27 10.08 -10.15
O 0.70 -2.83 -3.66
H 0.17 -11.20 0.91
O -2.51 1.12 5.32
H 3.48 2.93 -2.83
H 4.52 -1.92 -2.57
H 0.74 1.08 3.23
H -0.37 5.99 6.71
C 0.54 -6.66 -0.01
C -0.29 1.36 2.99
H 0.28 -11.55 4.71
H 2.99 3.79 -0.84
H -0.17 -1.36 3.80
H -4.34 7.11 -10.73
H 1.44 -2.20 -1.50
C -3.34 7.25 -10.33
H -0.87 5.76 -3.39
O 3.11 1.46 3.67
C -3.22 5.42 -5.94
C -0.81 1.99 -1.68
O 4.33 -0.17 5.17
H 2.56 -3.27 1.08
H -1.74 -1.80 3.09
H 3.26 -1.95 -0.80
N 2.88 -1.15 1.13
C 0.46 1.38 -2.28
O -3.37 5.74 -3.59
H -0.33 4.40 5.92
H -1.21 2.79 -2.30
C -0.20 -11.40 1.92
C 0.30 4.38 7.96
H 1.81 -5.58 1.33
C 1.00 5.14 9.05
H 1.54 0.08 5.25
H 0.54 -9.81 4.93
H 0.60 -6.61 2.14
O 1.38 4.13 -2.53
H 1.73 -3.33 -5.89
C -3.40 1.68 5.92
O -1.57 0.08 1.46
P 5.19 0.07 -2.09
C -1.06 0.14 2.56
C -3.89 9.58 -9.40
H 1.01 4.55 9.96
C -2.65 5.61 -4.55
H 1.70 -2.33 2.34
H -3.87 10.15 -8.48
C -1.92 0.96 -1.52
O -0.30 -6.29 -0.79
O 1.22 -9.59 2.52
H 2.03 5.37 8.76
H -3.72 1.98 8.02
C 3.69 0.20 -0.87
C 0.60 -2.16 -0.83
H 1.18 5.27 6.22
H -0.95 -4.49 -2.78
H 0.61 1.84 -3.26
H -4.30 5.43 -5.89
O -3.02 7.84 -8.05
Br 4.10 1.53 0.47
C 0.19 5.05 6.61
H -2.89 6.23 -6.59
O 1.85 -0.53 4.56
C 0.02 -10.56 4.34
H -2.88 4.46 -6.35
P 4.05 -1.24 2.45
C -0.59 -4.82 -3.75
H 1.13 -8.30 -1.23
N -3.21 1.67 -1.38
H 0.10 -5.09 1.37
C 1.99 -2.36 1.29
C 0.41 -3.82 -4.28
H -4.92 9.54 -9.77
C 3.64 -1.17 -0.15
H 0.04 -12.42 2.20
P 2.40 3.21 -1.97
C -1.17 -0.99 3.54
O 4.63 0.60 -3.49
C -3.38 8.19 -9.15
H 4.69 -1.40 0.05
H -5.47 1.18 6.16
C 0.78 -5.94 1.30
C -3.13 2.42 7.21
H -2.08 2.36 7.45
H -5.17 2.67 5.24
H -1.68 -0.65 4.44
C -4.82 1.65 5.42
H -1.98 0.30 -2.39
C 1.40 -7.87 -0.26
H -0.18 -2.66 1.02
H -4.87 1.09 4.49
H -1.05 -10.41 4.44
H 3.92 -2.54 2.97
*
```

---

- Look up the gap between HOMO and LUMO of the second one.
  8.7 eV

---

- Look up the strongest force on any atom of the second one.
  4.40 eV/A